Entry from the OMol25 dataset: a cluster of 16 separate species, C49H125N5O16 in total at a distorted geometry (wB97M-V/def2-TZVPD).

Calculated values
HOMO energy: -8.2 eV
LUMO: 0.0 eV

Structure (ORCA input):
```
! RIJCOSX wB97M-V def2-TZVPD def2/J DEFGRID3
* xyz 0 1
C 6.82 0.46 2.39
O 7.43 -0.84 2.46
H 6.08 0.47 1.60
H 6.23 0.71 3.27
H 7.57 1.24 2.26
H 8.37 -0.65 2.37
C 0.92 1.85 -6.03
O -0.39 1.81 -5.61
H 1.12 2.78 -6.57
H 1.55 1.73 -5.15
H 1.10 1.07 -6.78
H -0.62 0.94 -5.26
C 2.53 0.38 4.14
O 2.93 -0.92 4.55
H 1.64 0.67 4.70
H 3.24 1.17 4.38
H 2.24 0.38 3.09
H 3.67 -1.23 4.02
C 6.65 -1.73 -2.28
O 7.05 -1.83 -0.95
H 6.16 -0.80 -2.56
H 7.54 -1.61 -2.90
H 6.10 -2.62 -2.58
H 7.92 -2.25 -0.91
O 5.87 3.53 1.26
H 6.77 3.74 1.51
H 5.79 3.85 0.36
O 0.00 -2.87 -4.48
H 0.94 -2.99 -4.33
H -0.38 -3.74 -4.33
O -1.40 -0.64 -5.00
H -2.27 -0.66 -4.62
H -0.96 -1.42 -4.65
O 4.36 -1.56 0.02
H 3.74 -0.90 -0.30
H 5.21 -1.28 -0.33
O 3.31 -4.22 2.83
H 3.48 -3.28 2.82
H 2.79 -4.36 3.63
O -4.44 -1.78 -1.44
H -4.51 -1.70 -0.49
H -4.99 -2.53 -1.66
O 3.21 -4.27 -1.10
H 3.07 -3.41 -0.69
H 3.46 -4.84 -0.38
C 0.72 -2.03 0.34
C 0.43 -0.66 -0.28
C 0.07 0.26 0.84
C 0.02 1.70 0.39
C 1.43 2.14 -0.07
C 2.02 1.22 -1.08
N 1.71 -0.19 -0.87
O 2.31 -1.06 -1.83
C 1.53 1.61 -2.56
C 3.59 1.39 -0.99
C -0.75 -0.87 -1.31
H -0.17 -2.30 0.90
H 1.45 -1.90 1.14
H 0.93 -2.78 -0.43
H -0.97 0.15 1.16
H 0.78 0.21 1.66
H -0.19 2.21 1.33
H -0.75 1.96 -0.34
H 2.18 2.24 0.72
H 1.30 3.11 -0.55
H 1.75 2.62 -2.91
H 2.16 1.00 -3.20
H 0.46 1.40 -2.66
H 3.74 2.46 -0.81
H 3.95 0.91 -0.09
H 4.24 0.94 -1.74
H -0.98 0.04 -1.88
H -1.62 -1.17 -0.72
H -0.50 -1.65 -2.02
H 1.59 -1.06 -2.46
C 0.81 -1.46 7.29
C -0.05 -2.73 7.20
C -1.50 -2.43 7.79
C -2.30 -1.52 6.85
C -2.42 -2.20 5.45
C -1.09 -2.67 4.81
N -0.15 -3.24 5.80
O 1.10 -3.61 5.22
C -1.37 -3.75 3.72
C -0.41 -1.53 4.05
C 0.39 -3.96 8.02
H 0.82 -1.16 8.33
H 0.41 -0.60 6.75
H 1.81 -1.64 6.88
H -2.04 -3.37 7.95
H -1.41 -1.93 8.75
H -1.80 -0.58 6.62
H -3.27 -1.27 7.28
H -2.88 -1.45 4.81
H -3.10 -3.04 5.59
H -1.77 -4.64 4.21
H -2.11 -3.56 2.94
H -0.40 -4.05 3.32
H 0.54 -1.76 3.58
H -1.06 -1.32 3.20
H -0.30 -0.60 4.60
H 0.25 -3.84 9.09
H 1.45 -4.19 7.90
H -0.16 -4.86 7.76
H 1.42 -2.76 4.91
C -3.52 -7.95 -3.24
C -3.34 -7.67 -1.73
C -2.37 -8.87 -1.33
C -1.62 -8.62 -0.04
C -0.94 -7.25 0.00
C -1.97 -6.12 -0.20
N -2.79 -6.37 -1.37
O -3.59 -5.28 -1.81
C -2.76 -5.78 1.13
C -1.06 -4.84 -0.42
C -4.71 -7.83 -1.04
H -3.88 -8.96 -3.41
H -2.60 -7.75 -3.79
H -4.31 -7.28 -3.59
H -2.89 -9.82 -1.25
H -1.60 -9.15 -2.05
H -0.92 -9.44 0.10
H -2.25 -8.49 0.84
H -0.18 -7.28 -0.79
H -0.43 -7.01 0.94
H -3.41 -6.60 1.45
H -2.08 -5.50 1.94
H -3.41 -4.94 0.90
H -0.31 -5.02 -1.20
H -1.67 -3.98 -0.70
H -0.44 -4.69 0.47
H -5.13 -8.81 -1.25
H -5.52 -7.16 -1.31
H -4.61 -7.81 0.05
H -4.35 -5.29 -1.23
C 0.78 5.45 -2.35
C 0.74 6.89 -1.86
C 0.26 6.83 -0.32
C 1.38 6.47 0.64
C 2.54 7.45 0.44
C 3.11 7.47 -1.02
N 2.03 7.63 -1.99
O 2.44 7.65 -3.33
C 4.16 8.58 -1.14
C 3.88 6.19 -1.22
C -0.34 7.62 -2.63
H 0.04 4.78 -1.93
H 1.71 4.92 -2.15
H 0.69 5.36 -3.43
H 0.03 7.83 0.05
H -0.54 6.17 -0.01
H 1.74 5.46 0.47
H 1.12 6.48 1.70
H 3.31 7.23 1.18
H 2.19 8.48 0.57
H 4.77 8.65 -0.23
H 4.81 8.49 -2.02
H 3.64 9.54 -1.17
H 4.81 6.19 -0.65
H 3.26 5.32 -0.98
H 4.37 5.93 -2.16
H -0.52 8.69 -2.55
H -1.32 7.21 -2.39
H -0.30 7.37 -3.69
H 2.76 6.77 -3.54
C -3.30 5.12 -3.31
C -4.50 4.14 -3.38
C -4.05 2.85 -4.09
C -3.18 1.92 -3.15
C -3.85 1.62 -1.90
C -4.34 2.85 -1.09
N -5.03 3.83 -1.99
O -5.35 4.97 -1.31
C -5.36 2.35 -0.14
C -3.11 3.37 -0.38
C -5.62 4.64 -4.27
H -3.11 5.45 -4.33
H -2.35 4.69 -2.98
H -3.52 5.88 -2.55
H -4.83 2.18 -4.45
H -3.47 3.14 -4.96
H -2.22 2.40 -2.98
H -2.89 1.00 -3.66
H -3.11 1.04 -1.33
H -4.62 0.86 -2.01
H -6.24 1.86 -0.55
H -5.02 1.62 0.59
H -5.81 3.17 0.43
H -3.24 4.41 -0.07
H -3.02 2.75 0.51
H -2.20 3.36 -0.98
H -6.21 5.37 -3.72
H -6.37 3.85 -4.34
H -5.41 4.89 -5.31
H -6.30 4.85 -1.30
*
```